#w
C7H15N | ωB97M-V/def2-TZVPD

- Lowest unoccupied orbital energy: 0.034 hartree
- Orbital gap: 0.309 hartree

```
23
C7H15N, DFT ωB97M-V/def2-TZVPD
N -2.638 -0.097 1.123
C 1.052 0.129 -0.215
C 2.783 1.143 -1.383
C 0.042 -0.323 0.792
C 0.092 1.490 -1.119
C -1.372 -1.046 0.446
C -1.292 -2.324 1.325
C 1.539 1.487 -0.486
H 0.581 -1.081 1.350
H 1.651 2.146 0.370
H -1.995 -3.114 0.991
H -1.939 0.044 0.254
H 3.463 1.943 -1.673
H -1.229 -1.394 -0.577
H 0.285 1.808 -2.137
H -1.615 -2.148 2.339
H -0.387 2.316 -0.592
H -0.316 0.393 1.547
H 2.502 0.416 -2.134
H -3.466 -0.307 0.555
H 3.344 0.492 -0.697
H -0.745 0.795 -1.146
H -0.337 -2.768 1.064
```

***

#x
C7H15N | ωB97M-V/def2-TZVPD

- Lowest unoccupied orbital energy: 0.036 hartree
- Orbital gap: 0.333 hartree

```
23
C7H15N, DFT ωB97M-V/def2-TZVPD
N -2.154 -0.171 0.067
C -1.470 0.951 -0.489
C 1.550 -1.439 0.086
C 1.152 0.979 0.234
C -0.151 1.700 0.172
C -1.595 -1.523 -0.075
C 2.073 -0.037 -0.525
C -0.054 -1.173 0.006
H -0.412 1.914 1.189
H 1.625 -1.459 1.485
H -0.168 -0.330 -0.650
H -0.172 -0.383 0.913
H -1.315 0.818 -1.537
H -1.950 -2.179 0.672
H -2.510 0.115 0.901
H -0.365 2.533 -0.590
H 1.939 1.742 0.434
H -2.216 1.669 -0.207
H 3.277 -0.050 -0.436
H 1.560 -2.584 -0.489
H 1.356 0.581 1.395
H -1.981 -1.994 -1.004
H 1.980 0.321 -1.554
```

***

#y
C7H15N | ωB97M-V/def2-TZVPD

- SMILES: [H]/N=C/C.C=C(C)CC
- Lowest unoccupied orbital energy: 0.038 hartree
- Orbital gap: 0.363 hartree

```
23
C7H15N, DFT ωB97M-V/def2-TZVPD
N 1.945 2.100 -0.015
C -0.463 2.169 0.196
C -1.097 -1.367 0.459
C 0.865 -0.654 -0.976
C 1.161 -0.807 1.472
C 0.847 1.885 -0.616
C 0.323 -0.922 0.234
C -1.953 -1.535 -0.790
H 2.778 1.833 -0.535
H -1.571 -0.645 1.137
H 0.663 2.056 -1.683
H -1.540 -2.300 -1.443
H -1.247 1.476 -0.108
H 1.730 0.124 1.454
H 1.883 -1.623 1.517
H 0.549 -0.834 2.368
H 0.305 -0.809 -1.883
H -1.061 -2.319 0.995
H -2.023 -0.603 -1.353
H -2.963 -1.830 -0.508
H -0.784 3.170 -0.091
H -0.286 2.089 1.262
H 1.940 -0.654 -1.092
```

***

Here is how they stack up, most stable first: #y, #x, #w.

***

#w
C2H6NP | ωB97M-V/def2-TZVPD

- Lowest unoccupied orbital energy (alpha / beta): -0.024 / -0.024 hartree
- Orbital gap (alpha / beta): 0.292 / 0.292 hartree

```
10
C2H6NP, DFT ωB97M-V/def2-TZVPD
P 2.195 -0.077 -0.104
N -0.106 -0.100 0.665
C -0.944 -0.853 -0.227
C -1.051 0.641 -0.154
H -1.939 1.109 0.358
H -0.685 -1.494 -1.208
H -1.683 -1.530 0.321
H -0.590 1.252 -0.892
H 2.189 1.292 0.045
H 2.614 -0.239 1.195
```

***

#x
C2H6NP | ωB97M-V/def2-TZVPD

- Lowest unoccupied orbital energy: -0.032 hartree
- Orbital gap: 0.293 hartree

```
10
C2H6NP, DFT ωB97M-V/def2-TZVPD
P 2.028 -0.360 -0.064
N 0.963 0.796 0.153
C -0.901 -0.805 0.193
C -0.377 0.623 0.152
H -0.951 1.286 -1.285
H -0.817 -1.095 1.169
H -0.210 -1.385 -0.576
H -1.885 -0.956 -0.290
H 3.022 0.532 -0.175
H -0.871 1.364 0.723
```

***

#y
C2H6NP | ωB97M-V/def2-TZVPD

- Lowest unoccupied orbital energy: 0.034 hartree
- Orbital gap: 0.359 hartree

```
10
C2H6NP, DFT ωB97M-V/def2-TZVPD
P -2.363 0.045 0.356
N -1.175 -0.951 -0.365
C 1.646 0.265 0.402
C 0.112 -0.814 -0.204
H 1.367 1.041 0.978
H 1.879 0.563 -0.604
H -2.811 0.428 -0.809
H -1.497 1.191 0.337
H 0.650 -1.357 -1.022
H 2.192 -0.412 0.933
```

***

Here is how they stack up, most stable first: #y, #x, #w.

***

#w
C2H7N5O | ωB97M-V/def2-TZVPD

- Lowest unoccupied orbital energy: -0.013 hartree
- Orbital gap: 0.314 hartree

```
15
C2H7N5O, DFT ωB97M-V/def2-TZVPD
O 2.277 0.297 -0.781
N 0.368 1.691 0.707
N -1.395 -1.478 0.115
N -2.335 0.669 -0.453
N 0.156 0.235 -0.059
N 2.204 -0.797 0.060
C -1.270 -0.178 -0.310
C 1.041 -0.780 0.549
H 3.280 0.336 -1.025
H -0.518 1.950 1.426
H -2.153 -1.884 -0.429
H 0.613 -1.493 1.140
H 0.099 2.351 -0.031
H -0.642 -2.653 0.091
H -1.723 1.734 -0.999
```

***

#x
C2H7N5O | ωB97M-V/def2-TZVPD

- SMILES: [H]/N=C\N(O)/C(=N\[H])NN
- Lowest unoccupied orbital energy: 0.011 hartree
- Orbital gap: 0.362 hartree

```
15
C2H7N5O, DFT ωB97M-V/def2-TZVPD
O -1.185 -1.099 0.884
N -1.799 1.461 2.048
N 2.512 -0.806 -0.876
N 1.041 -1.288 -0.342
N 0.409 1.006 -1.288
N -0.879 0.035 0.183
C 0.290 -0.050 -0.542
C -1.148 1.190 0.873
H 2.280 0.287 -1.331
H -0.452 2.066 0.562
H 1.346 -1.353 0.738
H -0.697 1.394 -1.410
H 2.244 -1.592 -1.765
H -1.622 -1.738 0.317
H -2.340 0.487 1.950
```

***

#y
C2H7N5O | ωB97M-V/def2-TZVPD

- SMILES: [H]/N=C\N/C(=N\O)NN
- Lowest unoccupied orbital energy: 0.023 hartree
- Orbital gap: 0.343 hartree

```
15
C2H7N5O, DFT ωB97M-V/def2-TZVPD
O 1.658 1.297 0.340
N -1.741 0.523 -0.432
N 0.002 -0.677 0.588
N 2.051 -1.235 -0.588
N 0.344 1.584 -0.199
N -2.504 -0.544 0.124
C -0.391 0.561 -0.025
C 1.015 -1.530 0.089
H -2.504 -1.332 -0.533
H -3.483 -0.366 0.226
H 0.862 -2.570 0.339
H -2.298 1.341 -0.392
H 2.063 2.139 0.466
H -0.858 -1.117 0.911
H 2.148 -0.223 -0.567
```

***

Here is how they stack up, most stable first: #y, #x, #w.